{
  "formula": "C27H53BBr2Cl34O6Si",
  "method": "the ωB97M-V functional and the def2-TZVPD basis",
  "species": ["C", "C", "Br", "C", "Br", "C", "C", "B", "O", "O", "O", "C", "O", "O", "C", "O", "Si", "C", "C", "C", "H", "H", "H", "H", "H", "H", "H", "H", "H", "H", "H", "H", "H", "H", "H", "H", "H", "H", "H", "C", "Cl", "Cl", "H", "H", "C", "Cl", "Cl", "H", "H", "C", "Cl", "Cl", "H", "H", "C", "Cl", "Cl", "H", "H", "C", "Cl", "Cl", "H", "H", "C", "Cl", "Cl", "H", "H", "C", "Cl", "Cl", "H", "H", "C", "Cl", "Cl", "H", "H", "C", "Cl", "Cl", "H", "H", "C", "Cl", "Cl", "H", "H", "C", "Cl", "Cl", "H", "H", "C", "Cl", "Cl", "H", "H", "C", "Cl", "Cl", "H", "H", "C", "Cl", "Cl", "H", "H", "C", "Cl", "Cl", "H", "H", "C", "Cl", "Cl", "H", "H", "C", "Cl", "Cl", "H", "H"],
  "positions_angstrom": [[3.832, -3.091, -0.711], [3.394, -2.764, -2.135], [4.504, -3.932, -3.298], [3.652, -1.287, -2.539], [3.550, -1.099, -4.485], [2.752, -0.264, -1.720], [3.637, 0.234, -0.587], [4.488, 1.537, -0.942], [3.993, 2.784, -0.737], [5.790, 1.425, -1.435], [1.666, -1.076, -1.150], [0.667, -1.112, -2.060], [-0.261, -1.859, -2.083], [0.861, -0.156, -3.008], [1.859, 0.737, -2.435], [2.485, 1.578, -3.367], [0.737, 1.977, -1.354], [0.682, 1.591, 0.485], [1.164, 3.782, -1.633], [-1.021, 1.762, -1.987], [3.290, -3.990, -0.404], [4.883, -3.362, -0.665], [3.557, -2.318, 0.049], [2.377, -3.068, -2.360], [4.693, -1.085, -2.284], [3.066, 0.474, 0.316], [4.365, -0.518, -0.281], [4.579, 3.418, -1.171], [5.744, 1.030, -2.319], [1.768, 1.972, -3.885], [0.662, 0.528, 0.730], [1.566, 2.009, 0.982], [-0.180, 2.087, 0.941], [2.006, 4.128, -1.039], [1.270, 3.986, -2.700], [0.292, 4.354, -1.303], [-1.418, 0.776, -1.735], [-1.116, 1.956, -3.053], [-1.630, 2.477, -1.423], [4.282, -1.979, 2.560], [2.777, -2.588, 1.832], [5.753, -2.592, 1.798], [4.284, -0.897, 2.480], [4.294, -2.284, 3.599], [3.354, -5.883, 3.839], [3.718, -6.154, 2.128], [4.603, -4.915, 4.632], [2.409, -5.361, 3.917], [3.296, -6.843, 4.336], [-1.271, 6.868, -0.158], [-1.839, 5.407, 0.661], [0.431, 6.731, -0.627], [-1.864, 7.020, -1.051], [-1.382, 7.711, 0.515], [0.809, -6.958, 6.620], [0.260, -6.931, 4.945], [2.088, -5.768, 6.930], [-0.036, -6.730, 7.258], [1.196, -7.945, 6.846], [2.462, 1.738, -7.088], [1.189, 2.960, -7.247], [1.877, 0.135, -7.533], [3.291, 2.005, -7.733], [2.786, 1.705, -6.053], [7.608, 0.192, -4.549], [6.349, 1.427, -4.742], [7.013, -1.425, -4.923], [8.427, 0.428, -5.217], [7.949, 0.209, -3.519], [-1.484, -3.508, 5.454], [-1.838, -4.875, 6.529], [0.167, -3.556, 4.843], [-2.168, -3.541, 4.614], [-1.618, -2.588, 6.012], [-5.247, 6.782, -2.123], [-4.838, 5.086, -1.844], [-4.094, 7.863, -1.317], [-5.218, 6.978, -3.188], [-6.237, 6.970, -1.735], [-1.117, 5.548, -5.096], [-0.735, 3.844, -4.838], [-2.310, 6.109, -3.916], [-0.212, 6.134, -4.986], [-1.526, 5.666, -6.093], [-2.880, -9.572, 4.195], [-4.405, -10.450, 4.359], [-2.284, -8.985, 5.752], [-2.139, -10.240, 3.772], [-3.038, -8.721, 3.543], [-4.172, -0.706, -1.194], [-4.304, 0.999, -1.620], [-3.849, -0.868, 0.539], [-5.093, -1.216, -1.443], [-3.344, -1.146, -1.742], [-6.477, 9.885, -4.445], [-5.835, 8.614, -5.494], [-6.710, 9.312, -2.788], [-5.774, 10.710, -4.428], [-7.433, 10.211, -4.837], [-5.795, 0.322, -4.966], [-6.307, -0.983, -3.886], [-7.012, 0.670, -6.197], [-5.632, 1.213, -4.371], [-4.877, 0.022, -5.457], [-3.341, -4.362, 0.402], [-2.849, -4.489, 2.097], [-4.255, -5.786, -0.113], [-3.965, -3.485, 0.285], [-2.452, -4.275, -0.213], [0.915, 0.493, 5.249], [-0.549, -0.155, 4.507], [2.352, -0.113, 4.421], [0.891, 1.574, 5.182], [0.957, 0.182, 6.286], [-5.343, 1.464, 3.501], [-3.924, 0.630, 4.144], [-4.905, 2.535, 2.169], [-6.044, 0.721, 3.137], [-5.794, 2.052, 4.291], [-0.172, -2.793, 9.526], [1.219, -3.683, 10.150], [0.277, -1.665, 8.235], [-0.889, -3.501, 9.126], [-0.612, -2.227, 10.339]],
  "charge": 0,
  "e_lumo_ha": 0.007,
  "homo_ev": -9.0027,
  "orbital_gap_ev": 9.206
}

{
  "formula": "C27H53BaF8NO18S5",
  "method": "the ωB97M-V functional and the def2-TZVPD basis",
  "species": ["Ba", "O", "C", "C", "O", "H", "H", "H", "H", "O", "S", "O", "O", "C", "C", "C", "H", "H", "H", "H", "H", "H", "H", "H", "O", "S", "O", "O", "C", "C", "C", "H", "H", "H", "H", "H", "H", "H", "H", "O", "S", "O", "O", "C", "C", "C", "H", "H", "H", "H", "H", "H", "H", "H", "O", "S", "O", "O", "C", "C", "C", "H", "H", "H", "H", "H", "H", "H", "H", "O", "S", "O", "O", "C", "C", "C", "H", "H", "H", "H", "H", "H", "H", "H", "N", "C", "C", "C", "C", "C", "H", "H", "H", "H", "H", "C", "C", "C", "F", "F", "F", "F", "O", "C", "C", "F", "F", "F", "F", "H", "H", "H", "H"],
  "positions_angstrom": [[11.933, -11.415, 20.717], [14.055, -10.172, 19.068], [13.479, -9.695, 17.889], [11.990, -9.274, 17.888], [10.982, -10.192, 18.267], [13.579, -10.549, 17.218], [14.164, -8.921, 17.543], [11.780, -8.825, 16.917], [11.871, -8.433, 18.571], [14.362, -13.155, 21.289], [15.707, -13.610, 20.910], [16.445, -14.563, 21.701], [15.610, -14.253, 19.367], [14.567, -13.797, 18.522], [14.705, -14.426, 17.125], [16.718, -12.152, 20.422], [14.434, -12.716, 18.516], [13.631, -14.151, 18.955], [15.699, -14.234, 16.721], [14.033, -13.912, 16.438], [14.377, -15.463, 17.049], [16.167, -11.324, 19.979], [17.501, -12.434, 19.719], [17.159, -11.790, 21.351], [9.703, -5.073, 17.942], [9.526, -4.815, 19.379], [9.751, -3.489, 19.966], [8.123, -5.487, 19.873], [7.541, -5.088, 21.088], [6.627, -3.840, 20.813], [10.603, -6.099, 20.201], [8.311, -4.893, 21.834], [6.913, -5.807, 21.614], [5.975, -3.977, 19.951], [7.107, -2.863, 20.869], [5.838, -3.786, 21.563], [11.592, -6.045, 19.745], [10.117, -7.063, 20.054], [10.727, -5.994, 21.279], [19.339, -10.708, 19.256], [18.715, -9.889, 18.219], [19.554, -9.110, 17.342], [17.705, -10.840, 17.183], [17.272, -10.271, 15.966], [16.379, -11.179, 15.227], [17.472, -8.760, 19.003], [18.047, -10.000, 15.249], [16.696, -9.379, 16.214], [16.898, -12.131, 15.114], [16.105, -10.843, 14.227], [15.486, -11.329, 15.835], [17.221, -7.950, 18.319], [18.048, -8.386, 19.850], [16.646, -9.393, 19.328], [5.373, -8.470, 18.786], [6.659, -8.981, 18.346], [6.782, -10.263, 17.629], [7.359, -7.892, 17.287], [8.641, -8.132, 16.704], [8.456, -8.318, 15.169], [7.857, -9.000, 19.779], [8.952, -9.055, 17.192], [9.394, -7.394, 16.980], [9.413, -8.598, 14.729], [8.297, -7.348, 14.696], [7.700, -9.039, 14.859], [7.766, -8.075, 20.347], [8.921, -9.074, 19.550], [7.515, -9.753, 20.489], [16.045, -9.322, 21.974], [14.672, -8.974, 22.324], [13.695, -10.066, 22.356], [14.724, -8.173, 23.750], [13.488, -7.979, 24.422], [13.241, -9.056, 25.510], [14.072, -7.639, 21.220], [12.643, -7.912, 23.736], [13.485, -7.082, 25.041], [13.576, -10.002, 25.085], [12.249, -9.115, 25.958], [13.840, -8.916, 26.410], [12.995, -7.512, 21.335], [14.421, -7.974, 20.243], [14.642, -6.746, 21.478], [16.566, -6.160, 15.209], [15.591, -6.973, 15.658], [14.628, -7.612, 14.774], [14.685, -7.352, 13.409], [15.731, -6.564, 12.946], [16.612, -5.985, 13.840], [15.493, -7.266, 16.692], [13.895, -8.295, 15.176], [14.098, -7.899, 12.686], [15.854, -6.381, 11.889], [17.451, -5.374, 13.541], [11.450, -9.887, 11.677], [10.920, -10.312, 10.275], [9.565, -11.036, 10.451], [8.621, -10.325, 11.084], [9.077, -11.201, 9.243], [10.839, -9.273, 9.449], [11.799, -11.164, 9.771], [11.597, -10.989, 12.580], [12.210, -10.697, 13.826], [12.019, -11.900, 14.692], [10.675, -12.165, 14.870], [12.543, -13.050, 14.207], [13.491, -10.433, 13.656], [11.621, -9.625, 14.331], [10.766, -9.121, 12.042], [12.412, -9.390, 11.555], [9.600, -12.046, 10.860], [12.435, -11.751, 15.689]],
  "charge": -1,
  "e_lumo_ha": [0.063, 0.061],
  "homo_ev": [-1.5130, -4.9473],
  "spin_multiplicity": 2,
  "orbital_gap_ev": [3.224, 6.607]
}